No. 1
9
Properties=species:S:1:pos:R:3:lowdin_charge:R:1 method="wB97M-V/def2-TZVPD" homo_energy_ev=-10.4 de_lowest_kj_mol=80.2
C -0.995 -0.238 0.179 -0.10
C -0.388 -0.341 1.349 -0.08
H -1.015 0.585 -0.527 0.04
H -1.447 -1.101 -0.312 0.05
H -0.025 0.533 1.868 0.05
H -0.298 -1.346 1.741 0.05
O 1.517 0.981 -1.462 -0.05
H 1.531 0.457 -0.672 0.00
H 1.119 0.471 -2.164 0.03


No. 2
9
Properties=species:S:1:pos:R:3:lowdin_charge:R:1 method="wB97M-V/def2-TZVPD" homo_energy_ev=-10.0 de_lowest_kj_mol=82.7
C -1.399 0.675 0.865 -0.12
N -2.348 1.431 0.416 0.00
H -0.496 0.442 0.334 0.04
H -1.533 0.254 1.812 0.03
H -3.130 1.523 1.088 0.04
N 1.931 -1.142 -1.020 -0.02
H 2.059 -1.162 -2.063 0.03
H 2.259 -0.226 -0.688 0.01
H 2.655 -1.794 -0.744 -0.01


No. 3
154
Properties=species:S:1:pos:R:3:lowdin_charge:R:1 method="wB97M-V/def2-TZVPD" homo_energy_ev=-8.5
C -5.486 -3.897 2.888 -0.10
C -5.936 -3.604 1.436 -0.23
C -4.795 -3.701 0.411 -0.19
C -4.905 -2.710 -0.733 -0.18
O -5.127 -1.353 -0.343 -0.04
C -4.022 -0.735 0.159 -0.32
C -3.763 -0.831 1.551 -0.02
N -2.746 -0.268 2.137 0.18
C -1.928 0.434 1.293 -0.12
C -0.773 1.073 1.821 -0.16
O -0.492 0.939 3.165 -0.04
C -0.109 -0.406 3.529 -0.14
C 0.981 -0.423 4.571 -0.41
C 2.310 0.160 4.057 -0.02
O 0.585 0.182 5.787 -0.02
C 0.062 1.833 1.038 -0.05
C 1.260 2.588 1.538 -0.12
C 0.940 3.474 2.767 -0.23
C 1.731 4.789 2.764 -0.54
Cl 0.626 6.200 2.594 0.55
C -0.220 1.925 -0.357 -0.19
O 0.587 2.653 -1.181 0.07
C -1.312 1.290 -0.905 -0.07
C -1.538 1.385 -2.389 -0.04
C -1.777 2.783 -2.842 -0.47
O -2.523 3.562 -2.393 0.19
F -1.017 3.165 -3.894 0.08
C -2.191 0.560 -0.078 -0.12
N -3.278 -0.050 -0.651 0.25
H -4.404 -4.007 2.924 0.07
H -5.726 -3.074 3.552 0.06
H -5.938 -4.809 3.258 0.05
H -6.453 -2.652 1.369 0.10
H -6.651 -4.388 1.189 0.10
H -3.834 -3.606 0.918 0.10
H -4.794 -4.681 -0.059 0.09
H -4.047 -2.801 -1.402 0.11
H -5.782 -2.984 -1.317 0.13
H -4.444 -1.413 2.157 0.11
H 0.166 -0.972 2.642 0.14
H -0.991 -0.885 3.960 0.12
H 1.169 -1.482 4.772 0.14
H 2.321 0.112 2.973 0.07
H 3.131 -0.453 4.422 0.08
H 2.423 1.171 4.436 0.08
H -0.328 0.473 5.701 0.09
H 2.111 1.941 1.724 0.10
H 1.567 3.279 0.762 0.09
H 1.166 2.915 3.668 0.09
H -0.119 3.703 2.763 0.10
H 2.210 4.924 3.725 0.06
H 2.450 4.836 1.954 0.07
H 1.523 2.480 -1.002 0.09
H -2.308 0.708 -2.733 0.11
H -0.620 1.061 -2.875 0.11
C 2.549 0.101 -4.592 -0.08
C 2.040 -0.682 -3.397 -0.30
O 2.286 0.012 -2.175 -0.09
H 3.620 0.290 -4.496 0.07
H 2.371 -0.440 -5.523 0.08
H 2.052 1.072 -4.657 0.07
H 2.550 -1.642 -3.321 0.11
H 0.964 -0.869 -3.493 0.09
H 1.827 0.857 -2.218 0.05
C 5.245 0.468 -0.904 -0.09
C 4.793 1.886 -1.178 -0.30
O 3.820 2.320 -0.220 -0.10
H 4.391 -0.209 -0.924 0.06
H 5.975 0.136 -1.642 0.07
H 5.699 0.391 0.088 0.08
H 4.322 1.954 -2.158 0.10
H 5.644 2.575 -1.157 0.11
H 4.226 2.276 0.651 0.08
C 1.259 9.455 4.733 -0.09
C 1.131 8.487 5.891 -0.31
O 1.806 8.974 7.055 -0.09
H 2.309 9.624 4.493 0.08
H 0.754 9.069 3.847 0.05
H 0.823 10.425 4.986 0.07
H 1.582 7.529 5.643 0.11
H 0.078 8.316 6.135 0.11
H 1.408 9.817 7.294 0.08
C -3.530 2.068 -6.918 -0.07
C -2.299 1.232 -7.202 -0.32
O -1.133 2.046 -7.277 -0.08
H -3.681 2.819 -7.693 0.08
H -4.423 1.444 -6.857 0.08
H -3.404 2.604 -5.974 0.07
H -2.405 0.717 -8.154 0.09
H -2.154 0.480 -6.417 0.09
H -1.045 2.485 -6.424 0.06
C -3.105 -2.935 -4.608 -0.08
C -1.803 -2.160 -4.540 -0.30
O -1.739 -1.350 -3.365 -0.10
H -3.955 -2.252 -4.594 0.08
H -3.155 -3.539 -5.515 0.08
H -3.204 -3.597 -3.743 0.05
H -1.713 -1.486 -5.391 0.09
H -0.947 -2.844 -4.552 0.11
H -1.806 -1.934 -2.602 0.08
C -4.916 -7.518 -2.637 -0.09
C -3.605 -6.771 -2.473 -0.31
O -3.540 -6.097 -1.216 -0.10
H -5.758 -6.830 -2.554 0.08
H -4.965 -8.018 -3.605 0.08
H -5.031 -8.271 -1.853 0.07
H -3.501 -6.009 -3.244 0.10
H -2.760 -7.462 -2.556 0.11
H -3.614 -6.762 -0.524 0.09
C 6.104 -3.800 -2.607 -0.09
C 7.441 -3.083 -2.593 -0.32
O 7.621 -2.338 -1.390 -0.10
H 5.289 -3.084 -2.501 0.07
H 5.966 -4.355 -3.536 0.07
H 6.034 -4.501 -1.772 0.07
H 7.501 -2.371 -3.415 0.11
H 8.261 -3.801 -2.698 0.11
H 7.581 -2.958 -0.655 0.08
C 11.218 -2.352 -0.737 -0.10
C 10.588 -1.377 0.240 -0.32
O 10.939 -1.707 1.584 -0.09
H 10.898 -3.371 -0.516 0.07
H 10.941 -2.113 -1.765 0.07
H 12.307 -2.330 -0.657 0.07
H 9.504 -1.415 0.171 0.09
H 10.908 -0.351 0.027 0.11
H 11.897 -1.666 1.657 0.08
C -8.459 -4.199 6.392 -0.09
C -7.222 -4.985 5.999 -0.32
O -6.053 -4.169 6.023 -0.09
H -8.599 -3.351 5.720 0.08
H -9.351 -4.826 6.356 0.07
H -8.358 -3.799 7.403 0.07
H -7.319 -5.365 4.984 0.10
H -7.080 -5.837 6.673 0.11
H -5.951 -3.836 6.920 0.08
C -3.012 -2.251 -11.214 -0.09
C -3.725 -1.229 -10.349 -0.32
O -3.459 -1.436 -8.963 -0.10
H -3.316 -3.261 -10.937 0.07
H -3.233 -2.095 -12.271 0.07
H -1.930 -2.186 -11.074 0.07
H -4.804 -1.308 -10.475 0.11
H -3.420 -0.214 -10.627 0.11
H -2.508 -1.358 -8.836 0.07
C 2.759 8.412 11.282 -0.10
C 3.148 7.255 10.379 -0.33
O 2.133 6.970 9.427 -0.09
H 1.828 8.188 11.805 0.07
H 3.537 8.615 12.021 0.07
H 2.594 9.319 10.695 0.07
H 3.295 6.348 10.965 0.11
H 4.083 7.479 9.854 0.11
H 2.001 7.763 8.892 0.04


Number 1: strongest force on any atom 1.44 eV/Å, E -4217.636 eV, frontier orbital gap 11.5 eV. Number 2: strongest force on any atom 3.16 eV/Å, E -4113.477 eV, frontier orbital gap 11.0 eV. Number 3: strongest force on any atom 1.44 eV/Å, E -96023.461 eV, frontier orbital gap 8.5 eV.